No. 1
The following is a DFT calculation (ωB97M-V/def2-TZVPD) of 12 unconnected molecules or ions with the total composition C15H50F3N22O13.

Calculated values
LUMO level	1.6	eV
gap between HOMO and LUMO	6.728	eV
relative energy (zero: lowest compared OMol25 entry of this formula, charge and spin)	233.4	kcal per mole

```
! RIJCOSX wB97M-V def2-TZVPD def2/J DEFGRID3
* xyz -1 1
C -9.779 5.382 -15.521
O -9.805 6.112 -14.234
O -8.525 4.860 -15.671
C -10.888 4.348 -15.693
F -11.954 5.090 -16.195
F -10.709 3.324 -16.554
F -11.455 3.782 -14.581
C -10.983 6.795 -14.063
C -10.985 6.980 -12.565
H -10.067 7.390 -12.142
H -11.774 7.685 -12.302
H -11.320 6.160 -11.930
H -11.951 6.329 -14.247
H -10.992 7.758 -14.573
H -9.811 6.168 -16.275
C -15.506 7.799 -8.537
O -14.933 8.131 -7.528
N -14.832 7.679 -9.662
N -16.765 7.626 -8.777
H -15.331 7.559 -10.532
H -13.854 7.928 -9.695
H -17.419 8.009 -8.109
H -17.040 7.063 -9.569
C -15.216 10.115 -13.947
O -15.891 9.197 -13.508
N -14.558 10.989 -13.150
N -15.033 10.532 -15.146
H -14.841 10.995 -12.181
H -14.277 11.843 -13.610
H -14.435 11.339 -15.252
H -15.736 10.286 -15.828
C -8.288 3.142 -10.802
O -8.428 2.358 -9.937
N -7.943 4.397 -10.636
N -8.076 2.909 -12.026
H -7.802 4.822 -11.541
H -8.308 5.004 -9.916
H -8.205 1.949 -12.314
H -8.142 3.633 -12.727
C -7.277 9.243 -21.316
O -6.223 8.659 -20.986
N -7.444 9.958 -22.347
N -8.412 8.967 -20.779
H -6.642 10.151 -22.931
H -8.289 10.510 -22.373
H -9.185 9.382 -21.280
H -8.434 8.179 -20.148
C -3.234 4.448 -15.555
O -2.144 3.960 -15.411
N -4.153 4.555 -14.632
N -3.794 4.478 -16.694
H -5.136 4.692 -14.822
H -3.801 4.547 -13.685
H -4.725 4.868 -16.732
H -3.123 4.335 -17.435
C -6.175 9.764 -12.034
O -6.074 9.246 -10.973
N -6.473 9.212 -13.218
N -6.020 11.060 -12.300
H -6.570 9.904 -13.947
H -6.319 8.246 -13.471
H -5.884 11.487 -13.205
H -6.000 11.564 -11.424
C -11.380 11.920 -9.229
O -11.259 13.035 -9.654
N -10.416 11.080 -8.938
N -12.571 11.628 -8.751
H -9.443 11.321 -9.067
H -10.584 10.288 -8.334
H -13.406 12.184 -8.870
H -12.448 10.931 -8.031
C -5.078 0.118 -18.076
O -5.017 -1.022 -18.398
N -5.752 0.522 -16.978
N -4.344 0.955 -18.612
H -6.184 -0.263 -16.513
H -5.724 1.469 -16.627
H -4.439 1.904 -18.279
H -3.858 0.693 -19.457
C -7.608 3.717 -20.892
O -7.698 3.871 -22.113
N -7.125 4.493 -20.026
N -8.066 2.655 -20.243
H -7.154 4.303 -19.034
H -6.627 5.345 -20.244
H -8.421 1.879 -20.784
H -8.121 2.588 -19.237
C -12.143 -2.012 -13.267
O -12.348 -1.682 -12.151
N -11.607 -1.267 -14.126
N -12.493 -3.181 -13.724
H -11.452 -1.657 -15.045
H -11.420 -0.311 -13.862
H -12.060 -3.544 -14.562
H -12.949 -3.767 -13.040
C -12.270 6.507 -21.650
O -13.209 7.241 -21.392
N -11.417 6.766 -22.705
N -11.796 5.669 -20.793
H -10.437 6.631 -22.499
H -11.698 7.621 -23.164
H -11.006 5.085 -21.028
H -12.400 5.151 -20.171
*
```

Atom charges from the Löwdin analysis, given in e for atoms 1 to 99: -0.48 -0.10 -0.28 -0.49 0.04 0.12 0.10 -0.34 -0.09 0.07 0.05 0.07 0.11 0.12 0.13 -0.80 0.03 0.15 0.16 0.10 0.11 0.12 0.12 -0.76 0.03 0.13 0.16 0.11 0.09 0.11 0.13 -0.85 0.07 0.15 0.17 0.09 0.11 0.13 0.11 -0.80 -0.01 0.16 0.17 0.13 0.12 0.11 0.13 -0.83 0.04 0.17 0.15 0.11 0.12 0.12 0.13 -0.77 0.07 0.15 0.13 0.09 0.11 0.10 0.11 -0.79 0.03 0.17 0.15 0.12 0.11 0.12 0.10 -0.86 0.05 0.16 0.19 0.11 0.10 0.11 0.14 -0.79 0.00 0.17 0.15 0.12 0.12 0.11 0.11 -0.88 0.07 0.18 0.15 0.12 0.14 0.10 0.12 -0.74 0.02 0.13 0.17



No. 2
The following is a DFT calculation (ωB97M-V/def2-TZVPD) of 11 unconnected molecules or ions with the total composition C15H52N2O18.

Calculated values
<S²>	0.750
LUMO level (alpha / beta)	2.0 / 1.9	eV
gap between HOMO and LUMO (alpha / beta)	1.677 / 9.289	eV

```
! RIJCOSX wB97M-V def2-TZVPD def2/J DEFGRID3
* xyz -1 2
C -3.934 2.072 2.180
C -5.168 1.386 2.771
O -5.871 0.786 1.740
O -4.193 2.974 1.209
H -3.306 1.361 1.644
H -3.162 2.463 2.842
H -5.727 2.077 3.402
H -4.787 0.617 3.442
H -5.442 -0.013 1.427
H -5.095 2.864 0.900
C -1.003 -3.199 2.992
C -2.216 -4.190 2.584
O -3.106 -4.311 3.685
O -1.679 -1.980 3.298
H -0.234 -2.958 2.258
H -0.564 -3.536 3.931
H -1.788 -5.180 2.424
H -2.719 -3.887 1.666
H -3.941 -4.673 3.378
H -2.507 -2.247 3.703
C -1.395 3.805 -1.205
C -0.571 3.712 -2.493
O 0.827 3.711 -2.222
O -1.373 2.614 -0.476
H -2.408 4.156 -1.401
H -1.011 4.607 -0.575
H -0.860 4.537 -3.143
H -0.783 2.831 -3.098
H 1.049 4.550 -1.812
H -1.281 2.882 0.441
C 0.193 -4.256 -1.817
C -0.649 -3.389 -2.772
O -0.225 -2.005 -2.969
O 0.245 -3.697 -0.540
H 1.184 -4.519 -2.186
H -0.213 -5.264 -1.730
H -1.690 -3.531 -2.482
H -0.773 -3.927 -3.712
H 0.604 -1.954 -3.450
H 0.623 -2.819 -0.628
C 0.288 4.725 3.558
C 0.697 3.440 2.827
O -0.478 2.704 2.329
O -0.283 4.365 4.815
H -0.457 5.385 3.113
H 1.204 5.310 3.641
H 1.314 2.885 3.534
H 1.344 3.657 1.977
H -0.664 1.992 2.945
H 0.459 3.984 5.289
C 3.408 1.814 -2.896
C 3.912 1.479 -1.525
O 3.943 0.088 -1.314
O 2.053 1.355 -3.094
H 4.043 1.364 -3.659
H 3.483 2.890 -3.053
H 3.298 1.956 -0.762
H 4.906 1.883 -1.335
H 3.079 -0.332 -1.314
H 1.518 2.051 -2.704
C 3.803 -3.273 -4.452
C 3.398 -2.168 -3.389
O 2.418 -1.277 -3.814
O 2.659 -4.077 -4.727
H 4.542 -3.903 -3.957
H 4.254 -2.835 -5.343
H 4.265 -1.563 -3.121
H 3.009 -2.609 -2.471
H 2.778 -0.421 -3.574
H 2.908 -4.972 -4.487
C 0.725 -0.518 -0.128
O 1.530 -1.352 -0.321
N -0.242 -0.613 0.740
N 0.543 0.626 -0.749
H 0.009 -1.252 1.480
H -0.622 0.232 1.141
H -0.207 1.224 -0.434
H 0.963 0.721 -1.662
O -2.602 -1.228 -0.544
H -2.922 -0.330 -0.465
H -1.648 -1.144 -0.535
O -1.382 0.629 4.062
H -0.474 0.595 4.361
H -1.604 -0.280 3.861
O 4.080 -2.162 1.221
H 4.545 -1.509 0.698
H 3.155 -2.008 1.031
*
```

Listed below, in e, are the Löwdin charges computed for each atom: -0.31 -0.25 -0.05 -0.05 0.10 0.11 0.12 0.11 0.10 0.09 -0.15 -0.20 -0.08 -0.12 0.10 0.11 0.11 0.12 0.09 0.08 -0.27 -0.25 -0.23 -0.09 0.11 0.10 0.10 0.12 0.02 0.05 -0.26 -0.20 -0.06 -0.07 0.10 0.11 0.11 0.10 0.04 0.01 -0.31 -0.25 -0.10 -0.09 0.11 0.09 0.09 0.08 0.01 0.06 -0.22 -0.27 -0.08 -0.12 0.12 0.11 0.10 0.12 0.04 0.03 -0.20 -0.23 -0.07 -0.07 0.11 0.11 0.11 0.11 0.04 0.08 -0.75 0.06 0.18 0.24 0.09 0.11 0.07 0.09 -0.06 0.02 -0.02 -0.06 0.04 -0.01 -0.07 0.01 -0.01



No. 3
The following is a DFT calculation (ωB97M-V/def2-TZVPD) of a molecular structure, C35H49OSn.

Calculated values
LUMO level	2.3	eV
gap between HOMO and LUMO	4.170	eV

```
! RIJCOSX wB97M-V def2-TZVPD def2/J DEFGRID3
* xyz -1 1
C 6.102 1.302 -2.620
C 4.843 2.163 -2.712
C 4.442 2.769 -1.364
C 3.124 3.564 -1.415
Sn 1.545 2.693 -0.213
C 2.181 2.676 1.862
C 1.310 3.542 2.780
C 1.755 3.525 4.247
C 0.843 4.372 5.132
C -0.200 3.963 -0.405
C -0.686 4.140 -1.854
C -0.604 5.582 -2.363
C -1.036 5.706 -3.822
C 1.086 0.640 -0.883
C 0.601 0.649 -2.283
C -0.701 0.815 -2.601
H 6.371 0.932 -3.613
H 6.947 1.877 -2.229
H 5.944 0.436 -1.969
H 5.012 2.982 -3.422
H 4.016 1.565 -3.116
H 4.395 1.971 -0.603
H 5.246 3.447 -1.032
H 3.264 4.572 -1.001
H 2.712 3.653 -2.429
H 2.161 1.620 2.164
H 3.224 3.019 1.858
H 1.317 4.586 2.428
H 0.263 3.203 2.728
H 1.763 2.490 4.608
H 2.784 3.897 4.314
H 1.181 4.330 6.170
H 0.849 5.420 4.814
H -0.190 4.008 5.095
H -0.968 3.481 0.215
H 0.095 4.911 0.067
H -0.135 3.476 -2.538
H -1.732 3.797 -1.912
H -1.245 6.210 -1.732
H 0.419 5.960 -2.249
H -1.001 6.753 -4.134
H -0.375 5.135 -4.482
H -2.059 5.342 -3.964
H 2.061 0.146 -0.747
H 0.337 0.306 -0.141
H 1.364 0.475 -3.059
H -1.046 0.808 -3.638
H -1.447 0.957 -1.818
C -1.411 -2.671 3.281
C -1.810 -2.484 1.856
C -2.207 -1.212 1.422
C -2.576 -1.006 0.109
C -2.540 -2.062 -0.864
C -2.876 -1.721 -2.200
C -2.990 -2.527 -3.368
C -2.648 -3.905 -3.489
C -2.835 -4.602 -4.669
C -3.360 -3.939 -5.781
O -3.633 -4.619 -6.966
C -4.688 -5.540 -7.003
C -5.768 -5.213 -7.826
C -6.936 -5.968 -7.739
C -6.986 -7.087 -6.900
C -5.861 -7.457 -6.153
C -4.685 -6.697 -6.220
C -3.611 -2.558 -5.748
C -3.474 -1.889 -4.556
C -2.188 -3.358 -0.378
C -1.801 -3.542 0.940
H -1.115 -3.705 3.480
H -0.570 -2.018 3.537
H -2.232 -2.413 3.960
H -2.222 -0.395 2.146
H -2.936 -0.021 -0.199
H -3.170 -0.678 -2.343
H -2.236 -4.454 -2.652
H -2.566 -5.656 -4.744
H -5.675 -4.348 -8.482
H -7.801 -5.680 -8.343
H -7.899 -7.687 -6.845
H -5.884 -8.346 -5.517
H -3.784 -6.988 -5.681
H -3.935 -2.065 -6.662
H -3.747 -0.834 -4.504
H -2.254 -4.230 -1.018
H -1.495 -4.530 1.284
*
```

Listed below, in e, are the Löwdin charges computed for each atom: -0.12 -0.29 -0.32 -0.31 1.28 -0.31 -0.33 -0.29 -0.13 -0.30 -0.32 -0.29 -0.12 -0.28 -0.28 -0.03 0.07 0.07 0.07 0.11 0.10 0.09 0.11 0.04 0.04 0.05 0.05 0.10 0.11 0.11 0.10 0.06 0.07 0.07 0.05 0.04 0.07 0.11 0.11 0.10 0.06 0.07 0.07 0.04 0.05 0.09 0.06 0.05 -0.10 -0.34 -0.10 -0.08 -0.24 -0.12 -0.23 -0.05 -0.04 -0.29 -0.04 -0.24 -0.01 -0.10 -0.12 -0.09 -0.01 -0.04 -0.07 -0.05 -0.08 0.06 0.06 0.07 0.10 0.09 0.07 0.06 0.09 0.12 0.10 0.09 0.10 0.10 0.11 0.10 0.06 0.10



No. 4
The following is a DFT calculation (ωB97M-V/def2-TZVPD) of C5H9NO in the gas phase.

Calculated values
LUMO level	1.2	eV
gap between HOMO and LUMO	11.047	eV
relative energy (zero: lowest compared OMol25 entry of this formula, charge and spin)	54.6	kcal per mole
SMILES	C/N=C/[C@H]1O[C@@H]1C

```
! RIJCOSX wB97M-V def2-TZVPD def2/J DEFGRID3
* xyz 0 1
C -1.917 -1.474 -2.014
N -1.030 -1.331 -0.883
C -0.110 -0.466 -0.940
C 0.736 -0.243 0.259
O 1.976 0.432 0.095
C 0.941 1.109 0.793
C 1.116 1.335 2.270
H -2.928 -1.189 -1.702
H -1.956 -2.528 -2.306
H -1.632 -0.867 -2.888
H 0.080 0.177 -1.816
H 0.747 -1.079 0.958
H 0.516 1.944 0.230
H 1.928 2.040 2.468
H 0.192 1.745 2.692
H 1.341 0.395 2.783
*
```

Listed below, in e, are the natural (NBO) charges computed for each atom: -0.44 -0.39 0.09 0.00 -0.48 0.07 -0.63 0.21 0.21 0.17 0.15 0.20 0.18 0.22 0.22 0.22